Record 1
C20H19ClN2O3 | ωB97M-V with the def2-TZVPD basis set

Structure (XYZ):
```
45
Properties=species:S:1:pos:R:3:forces:R:3
O -2.527377 -0.893415 2.239580 -0.1 0.2 0.1
C -2.213027 -1.431463 1.191301 0.0 -0.2 0.1
C -0.802217 -1.632124 0.809795 0.4 0.2 0.3
C 0.098196 -0.740794 1.240462 -0.6 -0.3 0.1
C 1.506323 -0.667435 0.914274 0.6 0.1 0.0
C 2.277395 0.324382 1.522752 -0.3 -0.3 -0.1
C 3.626371 0.498309 1.242309 0.5 -0.2 -0.3
C 4.186818 -0.354109 0.321003 -0.5 -0.3 -0.1
C 3.428899 -1.352352 -0.298039 0.1 0.3 0.3
C 2.100238 -1.531362 -0.023490 0.3 0.0 -0.1
O 4.226691 -2.049765 -1.169162 -0.5 0.0 0.1
C 5.505197 -1.460037 -1.079623 1.0 -0.4 -0.7
O 5.470961 -0.404522 -0.143584 -0.2 0.3 0.4
N -3.176950 -1.884149 0.323736 -0.2 -0.2 0.1
C -2.971749 -2.119967 -1.088913 0.1 0.0 -0.2
C -3.609237 -0.942639 -1.875022 0.1 0.0 0.0
N -3.655411 0.237670 -1.041556 -0.2 -0.1 -0.2
C -2.483436 0.943569 -0.801660 0.3 0.3 -0.1
C -1.284357 0.645384 -1.461387 -0.2 0.0 -0.1
C -0.129879 1.365977 -1.228560 0.0 0.2 0.1
C -0.140348 2.412534 -0.326126 -0.1 -0.1 -0.1
Cl 1.319507 3.282460 0.000962 0.2 0.2 0.0
C -1.320696 2.763068 0.307274 0.1 -0.1 0.0
C -2.473743 2.047551 0.061125 -0.1 -0.1 0.0
C -4.627774 0.042582 0.022745 -0.2 0.0 0.1
C -4.520727 -1.401826 0.576637 0.0 0.1 0.3
H -0.538805 -2.478026 0.195794 0.1 0.0 -0.2
H -0.272826 0.049010 1.881947 -0.1 0.1 0.0
H 1.806481 0.981448 2.237302 -0.1 0.1 0.0
H 4.209603 1.269885 1.715598 0.1 0.1 0.1
H 1.539156 -2.304104 -0.519650 -0.1 -0.1 -0.1
H 6.239042 -2.215569 -0.756276 -0.2 0.2 0.0
H 5.800840 -1.067631 -2.066154 -0.1 0.0 0.2
H -3.450249 -3.066362 -1.366610 0.1 0.1 -0.1
H -1.908521 -2.189904 -1.304420 -0.1 0.0 0.0
H -3.068782 -0.739622 -2.798483 -0.1 -0.1 0.0
H -4.641764 -1.182875 -2.143367 0.1 0.0 0.0
H -1.221588 -0.164571 -2.168516 0.0 -0.1 0.0
H 0.782650 1.099249 -1.738572 0.1 0.0 0.0
H -1.340396 3.597585 0.990471 0.0 0.1 0.1
H -3.379724 2.368041 0.549373 -0.1 0.0 0.0
H -5.632546 0.226501 -0.373193 0.0 0.0 0.1
H -4.434777 0.739882 0.832845 0.0 0.0 -0.1
H -4.695261 -1.409109 1.651879 -0.1 0.0 -0.1
H -5.225404 -2.078773 0.089012 0.0 0.0 0.0
```
Forces are in eV/Å.

SMILES: O=C(/C=C/c1ccc2c(c1)OCO2)N1CCN(c2ccc(Cl)cc2)CC1
Relative energy (zero: lowest compared OMol25 entry of this formula, charge and spin) (kcal per mole): 46.3
Orbital gap (eV): 8.0

Record 2
CHFN2 | ωB97M-V with the def2-TZVPD basis set

Structure (XYZ):
```
5
Properties=species:S:1:pos:R:3:forces:R:3
C 1.338636 0.247404 -0.081003 -6.8 -0.8 -1.2
N 2.418701 0.374679 0.173850 5.0 0.6 1.1
N -0.983144 -0.098410 -0.473443 0.0 1.2 1.7
F -1.306350 -1.225645 0.226272 0.3 0.8 -0.4
H -1.467842 0.701970 0.154326 1.5 -1.9 -1.3
```
Forces are in eV/Å.

Relative energy (zero: lowest compared OMol25 entry of this formula, charge and spin) (kcal per mole): 104.6
Orbital gap (spin up / spin down) (eV): 10.0 / 8.8